DFT (ωB97M-V/def2-TZVPD) results for C28H43Cl2N4O2P2Pb as an isolated structure.

Structure (XYZ):
```
82
Properties=species:S:1:pos:R:3:forces:R:3
Pb -1.7162 -0.0278 0.5026 -0.6 0.2 0.2
Cl -5.2509 -0.4548 2.2412 0.0 0.0 0.0
C -6.0223 -1.7292 1.3223 0.0 0.2 0.3
Cl -5.0212 -2.1893 -0.0835 -0.1 -0.1 -0.1
H -6.9714 -1.3738 0.9473 -0.1 0.0 -0.1
H -6.1433 -2.6067 1.9429 0.0 -0.1 0.0
C -1.0185 4.0677 -0.4344 0.0 0.0 -0.2
P -0.6901 2.2852 -0.7084 0.4 0.2 -0.3
C 1.0527 2.1986 -0.0544 0.1 0.1 0.0
N 1.9421 2.8324 -0.7757 -0.1 0.0 0.0
C 3.2401 2.8356 -0.3831 0.0 -0.1 0.0
C 4.2114 3.5101 -1.1570 0.0 0.0 -0.1
C 5.5166 3.4899 -0.7590 0.0 0.0 0.0
C 5.9055 2.7992 0.4151 0.0 0.0 0.0
C 4.9836 2.1451 1.1794 0.0 0.0 0.0
C 3.6247 2.1603 0.7909 -0.1 0.0 0.0
N 2.6916 1.5431 1.5575 -0.1 0.0 0.1
C 1.4382 1.5466 1.1808 0.1 0.0 0.0
P 0.2648 0.7046 2.3623 0.6 0.0 0.1
C 0.2507 1.9051 3.7427 -0.2 0.0 -0.2
C 1.1551 -0.7307 3.2261 -0.1 -0.1 -0.3
C 0.0671 -1.3441 4.1225 0.0 0.0 -0.1
C 2.3646 -0.3571 4.0886 -0.1 0.1 0.1
C 1.5890 -1.7690 2.1914 0.0 0.1 0.0
C -0.7531 2.2351 -2.6010 0.0 -0.3 0.1
C 0.2702 3.0695 -3.3686 -0.1 0.1 0.0
C -0.6623 0.7874 -3.0918 0.0 0.1 0.0
C -2.1763 2.7497 -2.8855 0.0 0.0 0.0
H -0.5977 4.6233 -1.2705 0.0 0.0 0.0
H -0.5500 4.3745 0.4935 0.0 0.0 -0.1
H -2.0873 4.2526 -0.3525 0.0 0.0 0.0
H 3.8946 4.0268 -2.0546 0.0 0.0 0.0
H 6.2678 4.0069 -1.3418 0.0 0.0 0.0
H 6.9480 2.7980 0.7074 0.0 0.0 0.0
H 5.2619 1.6174 2.0832 0.0 0.0 0.0
H 1.2847 2.0464 4.0546 0.0 0.0 0.0
H -0.3383 1.5015 4.5647 0.0 0.0 0.0
H -0.1760 2.8489 3.4278 -0.1 0.0 -0.1
H -0.1654 -0.7047 4.9743 0.0 0.0 0.0
H 0.4201 -2.3011 4.5144 0.0 0.0 0.0
H -0.8603 -1.5270 3.5691 0.0 -0.1 0.0
H 2.0872 0.2504 4.9507 0.0 0.0 0.0
H 3.1190 0.1681 3.5132 0.1 0.0 0.0
H 2.8027 -1.2823 4.4746 0.0 0.0 0.0
H 0.7339 -2.1679 1.6481 0.0 0.0 0.0
H 2.0939 -2.5991 2.6941 0.0 0.1 0.0
H 2.2821 -1.3424 1.4640 0.0 0.0 0.0
H 1.2882 2.7783 -3.1315 0.0 0.0 0.0
H 0.1675 4.1382 -3.1778 0.0 0.0 0.0
H 0.1030 2.9112 -4.4385 0.0 0.0 0.0
H 0.3475 0.3946 -2.9944 0.0 0.0 0.0
H -0.9372 0.7467 -4.1499 0.0 0.0 0.0
H -1.3408 0.1273 -2.5420 0.0 0.0 0.0
H -2.2426 3.8330 -2.7909 0.0 0.0 0.0
H -2.9134 2.3028 -2.2091 0.0 0.0 -0.1
H -2.4600 2.4859 -3.9062 0.0 0.0 0.0
C -3.3479 -5.1465 -1.2456 0.0 -0.1 0.0
N -2.2160 -4.2597 -1.6282 -0.1 0.2 0.2
C -2.6373 -3.2356 -2.6305 0.0 0.0 -0.1
C -1.5619 -3.6094 -0.4192 0.2 0.1 -0.1
C -0.2695 -2.9407 -0.8259 -0.2 -0.1 0.0
C 0.7061 -3.7704 -1.3970 0.0 0.0 0.0
C 1.8939 -3.2441 -1.8673 0.0 0.0 0.0
C 2.1161 -1.8800 -1.7188 0.0 0.0 0.0
C 1.1649 -1.0910 -1.0924 0.0 -0.1 0.1
C -0.0770 -1.5708 -0.6334 0.4 0.3 -0.2
H -3.7437 -5.6371 -2.1319 0.0 0.0 0.0
H -4.1217 -4.5379 -0.7851 0.0 0.0 0.0
H -2.9994 -5.8970 -0.5406 0.1 0.0 0.0
H -1.4805 -4.8162 -2.0600 0.0 -0.1 -0.1
H -3.4238 -2.6259 -2.1947 0.0 0.0 0.0
H -3.0081 -3.7360 -3.5217 0.0 0.0 0.0
H -1.7824 -2.6115 -2.8756 0.0 0.0 0.0
H -1.3881 -4.4026 0.3084 -0.1 -0.1 0.0
H -2.2850 -2.9033 -0.0164 -0.1 0.0 0.0
H 0.5598 -4.8502 -1.4434 0.0 0.0 0.0
H 2.6388 -3.8833 -2.3227 0.0 0.0 0.0
H 3.0433 -1.4410 -2.0709 0.0 0.0 0.0
H 1.4143 -0.0469 -0.9435 0.0 0.0 -0.1
O -1.6062 2.8845 1.7101 0.2 -0.1 0.6
N -2.7789 2.8544 2.1516 0.0 0.0 0.0
O -3.3852 1.8073 1.9091 -0.3 -0.3 0.0
```
Forces are in eV/Å.

- net charge = +1
- lowest unoccupied orbital energy (eV) = -2.8
- HOMO level (eV) = -9.677
- frontier orbital gap (eV) = 6.92
- largest force on an atom (eV Å⁻¹) = 0.671

=====

DFT (ωB97M-V/def2-TZVPD) results for C18H35AsBr6F9N4O6 as an isolated structure in a non-equilibrium geometry.

Structure (XYZ):
```
79
Properties=species:S:1:pos:R:3:forces:R:3
As -1.1706 1.1743 -0.4563 0.5 0.7 0.2
F -0.5621 0.3369 0.9679 -0.6 -0.2 -0.1
F -1.5469 2.5735 0.4897 -0.2 0.0 0.1
F -1.6706 2.0207 -1.9064 0.0 0.1 0.1
F -0.8237 -0.1921 -1.4562 0.2 -0.4 0.0
F -2.7801 0.5616 -0.2130 0.2 0.0 0.1
F 0.4552 1.7837 -0.6168 -0.4 -0.3 -0.6
C -4.2776 3.9672 -0.9203 0.2 -0.4 -0.8
C -4.1086 5.0209 -1.9935 0.1 0.6 0.7
O -4.9535 5.8807 -2.1866 -0.1 0.1 -0.2
N -2.9608 4.9525 -2.7001 0.8 -0.5 -0.3
C -2.5771 5.7711 -3.8034 0.1 1.0 -1.5
H -4.1051 4.2578 0.1128 -0.2 0.6 -0.1
H -3.5715 3.1565 -1.0842 -0.3 -0.3 -0.1
H -5.3090 3.6617 -1.0915 0.0 -0.4 0.5
H -2.3115 4.1990 -2.5234 -0.3 -0.1 0.3
H -3.1620 6.6770 -3.9623 -0.3 -0.1 0.8
H -2.6537 5.2954 -4.7919 -0.1 -0.5 0.3
H -1.5403 6.1154 -3.7611 0.0 -0.2 0.5
C 5.2139 -2.5296 -0.8381 0.5 -0.9 0.8
C 4.3758 -1.4609 -0.2024 -0.6 0.4 -0.1
O 4.7907 -0.3833 0.2094 0.1 -0.1 -0.2
N 3.0655 -1.7769 -0.1426 -1.1 -0.4 0.0
C 2.0003 -0.9114 0.3152 0.7 0.7 1.1
H 4.6736 -3.4713 -0.9290 -0.2 0.2 -0.3
H 6.0303 -2.7759 -0.1521 0.2 0.4 -0.2
H 5.6024 -2.2703 -1.8172 0.0 0.3 0.0
H 2.7379 -2.7087 -0.3222 0.6 -0.2 -0.4
H 1.8838 -0.0222 -0.2940 -0.1 0.0 -0.2
H 2.2198 -0.5725 1.3348 0.1 0.2 -0.1
H 1.0734 -1.4607 0.4283 0.0 0.0 -0.6
C -4.1154 -6.0262 -3.0970 -0.2 0.1 0.4
C -2.8707 -5.3553 -2.5221 0.6 -1.3 -0.9
O -1.8176 -6.0109 -2.5173 -0.7 1.2 0.2
N -3.0048 -4.0617 -2.1453 0.1 -1.2 -0.1
C -1.8552 -3.2617 -1.7767 -0.5 0.1 1.1
H -4.1941 -7.0434 -2.7174 0.0 0.1 0.3
H -4.0410 -6.1584 -4.1762 0.2 0.4 0.0
H -5.0288 -5.4719 -2.8655 0.0 -0.1 -0.1
H -3.9553 -3.7416 -2.1392 0.1 0.6 0.1
H -2.0369 -2.6925 -0.8647 -0.4 0.3 -0.2
H -1.6100 -2.5679 -2.5711 0.5 0.0 0.0
H -1.0699 -3.9369 -1.4435 0.2 0.0 -0.7
C 1.4320 -1.9997 -3.2932 -0.6 -0.1 0.8
C 2.0670 -3.3627 -3.1980 0.2 -0.1 -1.3
O 3.2778 -3.5085 -3.1595 0.3 -0.1 0.3
N 1.2299 -4.4190 -3.2150 -1.3 -0.5 0.2
C 1.5983 -5.8068 -3.0228 1.0 0.4 1.0
H 2.0840 -1.2662 -3.7505 0.3 0.0 0.3
H 1.2177 -1.7833 -2.2390 0.2 0.7 -0.2
H 0.4546 -1.9251 -3.7721 0.1 -0.4 -0.2
H 0.2330 -4.2752 -3.2354 0.1 0.3 0.0
H 2.2636 -5.8685 -2.1546 0.2 0.0 -0.2
H 2.1565 -6.1886 -3.8744 -0.2 -0.3 -0.1
H 0.7367 -6.3927 -2.7186 -0.3 0.0 -0.6
C 1.3700 4.7972 7.8843 0.2 -0.5 -0.8
C 1.2421 3.4155 7.2467 -0.6 0.0 1.1
O 0.9363 3.5335 5.8570 0.9 0.1 -0.4
C -0.2447 3.1034 5.4717 0.4 0.5 -1.0
O -1.1016 2.6787 6.1577 -1.3 -0.8 1.1
C -0.5135 3.2986 3.9653 -0.4 0.3 -0.7
F 0.5837 3.4173 3.2073 -0.5 -0.2 0.5
F -1.2704 2.2955 3.5179 0.5 0.3 0.1
F -1.2385 4.4462 3.8364 0.4 -0.4 0.0
H 2.3064 5.2511 7.5656 0.0 0.2 0.3
H 1.2954 4.6755 8.9619 0.2 0.2 0.1
H 0.5571 5.4253 7.5235 -0.1 0.0 0.2
H 0.4305 2.8883 7.7496 -0.1 0.0 -0.2
H 2.1213 2.7885 7.3804 0.2 0.2 -0.4
C 3.7931 2.9014 0.0681 -0.7 0.6 -0.6
Br 2.1296 3.7868 0.5587 0.8 0.2 0.2
Br 5.3548 3.7600 0.8391 -0.4 -0.3 -0.2
Br 3.8705 2.8887 -1.8964 0.2 -0.2 0.6
H 3.6938 1.8820 0.4141 0.4 -0.2 -0.1
C -0.6159 -2.0934 2.7603 1.2 -0.8 0.7
Br 0.4125 -0.8967 3.8797 0.0 0.0 -0.3
Br -1.9355 -2.9534 3.8940 -0.1 0.3 -0.7
Br 0.5869 -3.5078 2.0305 -0.6 0.3 0.3
H -0.9533 -1.5275 1.9025 -0.5 0.0 0.1
```
Forces are in eV/Å.

- net charge = -1
- lowest unoccupied orbital energy (eV) = 1.8
- HOMO level (eV) = -7.156
- frontier orbital gap (eV) = 8.94
- largest force on an atom (eV Å⁻¹) = 1.916

=====

DFT (ωB97M-V/def2-TZVPD) results for C12H10ClN3Pd as an isolated structure in a non-equilibrium geometry.

Structure (XYZ):
```
27
Properties=species:S:1:pos:R:3:forces:R:3
C 1.1447 -1.9949 2.0642 -0.7 -0.3 -0.6
C 1.2123 -2.0212 0.6242 -0.4 -0.3 0.2
C -0.1428 -1.9977 0.1065 0.1 -0.3 0.5
H 2.1162 -2.0933 0.0244 -0.3 0.0 0.2
C -1.0411 -1.9544 1.2369 0.8 -0.5 -0.3
C -0.2416 -1.9331 2.4383 0.7 -1.0 -0.9
H -0.6013 -1.9092 3.4595 0.1 0.0 -0.3
H 1.9890 -1.9780 2.7491 -0.3 0.1 -0.2
H -0.4342 -2.0449 -0.9412 0.1 0.0 0.4
H -2.1249 -1.9190 1.1854 0.3 0.0 0.0
Pd 0.2223 -0.0828 1.0914 0.3 0.7 0.6
Cl 1.1287 1.2685 2.9119 0.3 0.5 -0.1
C 0.3568 2.9215 -3.5267 -1.6 -1.1 -0.6
C -0.8838 2.2759 -3.8730 1.0 -0.9 -0.4
C -0.5704 1.0306 -4.5265 -0.7 2.3 1.2
H -1.8783 2.6645 -3.6877 0.2 -0.1 0.0
C 0.8637 0.9069 -4.5847 2.0 2.5 1.3
C 1.4370 2.0754 -3.9669 -0.7 -2.8 -1.5
H 2.4949 2.2868 -3.8644 -0.2 -0.1 0.0
H 0.4597 3.8814 -3.0347 0.0 -0.1 -0.1
H -1.2874 0.3187 -4.9191 0.1 0.1 0.1
H 1.4145 0.0854 -5.0284 -0.1 0.2 0.1
N -1.4057 0.4328 2.6224 -0.6 0.8 0.4
C -1.4357 0.4099 3.8012 -1.0 0.3 1.7
N -1.6864 0.4014 5.0742 0.3 0.6 -2.1
C -0.8790 -0.2374 5.8833 1.0 -1.3 1.5
N -0.2272 -0.7939 6.6803 -0.7 0.7 -1.0
```
Forces are in eV/Å.

- lowest unoccupied orbital energy (spin up / spin down) (eV) = 0.2 / -3.8
- HOMO level (spin up / spin down) (eV) = -8.425 / -8.334
- frontier orbital gap (spin up / spin down) (eV) = 8.67 / 4.58
- <S²> = 6.047
- spin multiplicity = 5
- largest force on an atom (eV Å⁻¹) = 3.523

=====

Energy relative to the best compared isomer or geometry (same formula, charge and spin)? In order: 145.2; 0.0; 0.0 kJ/mol.
Electronic energy? In order: -3257.84751; -19956.28374; -1215.34397 a.u..